# 1
{
  "formula": "C22H23Br2N8O5Yb",
  "method": "ωB97M-V/def2-TZVPD",
  "symbols": ["Yb", "O", "C", "N", "C", "C", "C", "C", "C", "C", "N", "C", "O", "C", "C", "C", "C", "C", "N", "C", "C", "C", "C", "C", "N", "H", "H", "H", "H", "H", "H", "H", "H", "H", "H", "H", "H", "Br", "C", "Br", "H", "H", "N", "N", "C", "O", "O", "H", "H", "H", "C", "N", "C", "N", "O", "H", "H", "H", "H", "H", "H"],
  "xyz": [[-0.2103, 0.2326, 0.1635], [3.8131, -0.9218, 1.5502], [2.6441, -0.5369, 1.4703], [2.0285, 0.3444, 0.6695], [2.7765, 1.1642, -0.2770], [4.1486, 1.1195, -0.3778], [4.7349, 1.8853, -1.3701], [4.0554, 2.7255, -2.2441], [2.6532, 2.7441, -2.0738], [2.0225, 2.0106, -1.1133], [0.6731, 2.0926, -0.8066], [0.3858, 3.3630, -0.4781], [1.1204, 4.3633, -0.6063], [-0.9896, 3.4664, 0.1354], [-1.6553, 4.7009, 0.2051], [-2.8319, 4.7442, 0.9696], [-3.3736, 3.5799, 1.4774], [-2.7175, 2.3771, 1.3092], [-1.5112, 2.3004, 0.7115], [1.6522, -1.3805, 2.2864], [2.1343, -2.3634, 3.1648], [1.1759, -3.2040, 3.7318], [-0.1782, -3.0265, 3.5154], [-0.5470, -2.0012, 2.6894], [0.3349, -1.2504, 2.0371], [4.7475, 0.4864, 0.2232], [5.7965, 1.6687, -1.5232], [4.4935, 3.2749, -3.1370], [2.0797, 3.3463, -2.7749], [-1.2751, 5.6545, -0.2187], [-3.4959, 5.6089, 1.1599], [-4.3923, 3.5216, 1.8907], [-3.1020, 1.3995, 1.4974], [3.1645, -2.2860, 3.4612], [1.5923, -4.0037, 4.3772], [-0.9946, -3.5956, 3.9274], [-1.6321, -1.8393, 2.5358], [-3.6987, -4.1406, 2.3527], [-5.2828, -3.4042, 1.4721], [-6.1523, -2.0091, 2.4171], [-5.9434, -4.1974, 1.1745], [-4.8591, -2.9472, 0.6132], [-1.6507, 0.6636, -1.7911], [-2.7079, -0.2915, -1.8724], [-3.0569, -0.9714, -0.6751], [-4.0456, -1.7017, -0.6857], [-2.1583, -0.8737, 0.2458], [-2.0662, 1.5913, -1.6466], [-1.0412, 0.6651, -2.6421], [-3.4956, 0.0066, -2.4164], [2.9362, -1.3763, -2.7580], [1.9021, -2.4058, -2.6633], [0.6899, -2.2284, -2.0201], [-0.0438, -3.2377, -1.5713], [0.3320, -1.0467, -1.7529], [2.5104, -0.5574, -2.1179], [3.1405, -1.0280, -3.7730], [3.8907, -1.7474, -2.3364], [2.0828, -3.3329, -3.0312], [0.2840, -4.1951, -1.5996], [-0.8867, -3.0000, -1.0809]],
  "orbital_gap_ev": [7.2, 7.2],
  "multiplicity": 2,
  "e_tot_ha": -7973.3378,
  "charge": 0,
  "s_squared": 0.75,
  "fmax_ha_per_bohr": 0.06237
}



# 2
{
  "formula": "C22H23BrClIN4O8Zr",
  "method": "ωB97M-V/def2-TZVPD",
  "symbols": ["Zr", "C", "C", "N", "C", "C", "C", "O", "C", "C", "N", "C", "C", "C", "C", "C", "C", "I", "C", "O", "H", "H", "H", "H", "H", "H", "H", "H", "H", "H", "H", "H", "O", "C", "C", "C", "N", "C", "Br", "C", "H", "H", "H", "H", "O", "Cl", "O", "O", "O", "C", "N", "C", "C", "O", "H", "H", "H", "H", "H", "H", "H"],
  "xyz": [[0.4443, -1.1383, -1.6150], [1.1791, 1.7234, -5.1523], [0.1208, 2.2169, -4.2168], [-0.3732, 3.4318, -4.3823], [-1.3282, 3.8839, -3.5652], [-1.8640, 3.1574, -2.5199], [-2.9391, 3.7595, -1.6450], [-4.1027, 2.9465, -1.5692], [-1.3436, 1.8643, -2.3086], [-1.8995, 1.0306, -1.2615], [-1.4434, -0.1072, -0.8395], [-2.2251, -0.7492, 0.1781], [-2.6694, -0.0635, 1.3014], [-3.4599, -0.7074, 2.2408], [-3.8040, -2.0423, 2.0752], [-3.3520, -2.7440, 0.9664], [-2.5635, -2.0887, 0.0353], [-1.8503, -3.1180, -1.6407], [-0.3478, 1.4105, -3.1704], [0.1712, 0.1757, -2.9969], [1.3792, 2.4881, -5.8968], [0.8624, 0.8073, -5.6529], [2.1039, 1.4985, -4.6168], [-1.6848, 4.8876, -3.7674], [-3.1733, 4.7626, -2.0037], [-2.5776, 3.8688, -0.6203], [-4.6727, 3.1237, -2.3250], [-2.8257, 1.3955, -0.8237], [-2.3833, 0.9712, 1.4390], [-3.8138, -0.1611, 3.1047], [-4.4285, -2.5405, 2.8038], [-3.6245, -3.7817, 0.8277], [3.4853, 2.6648, 4.0833], [2.5577, 1.9733, 3.4235], [1.5056, 1.2845, 4.0322], [0.6089, 0.6065, 3.2328], [0.6837, 0.5685, 1.8939], [1.6864, 1.2266, 1.3752], [1.7871, 1.2274, -0.5585], [2.6629, 1.9395, 2.0308], [3.3238, 2.6757, 5.0356], [1.3834, 1.2867, 5.1076], [-0.2194, 0.0680, 3.6781], [3.4600, 2.4627, 1.5233], [3.1979, -3.0304, -3.7094], [2.4117, -2.9825, -2.5622], [2.6001, -1.6950, -1.8119], [0.9439, -2.8313, -2.9220], [2.5516, -4.0582, -1.6677], [3.0862, -2.1177, 1.6385], [1.8366, -2.7787, 2.0306], [1.8589, -3.6337, 3.2204], [0.7489, -2.6081, 1.3479], [0.6805, -1.8815, 0.3108], [3.9090, -2.6174, 2.1407], [3.0611, -1.0702, 1.9395], [3.2212, -2.1864, 0.5627], [2.1823, -3.0466, 4.0781], [2.5559, -4.4536, 3.0591], [0.8652, -4.0322, 3.4078], [-0.1474, -3.1225, 1.6968]],
  "orbital_gap_ev": 7.7,
  "e_tot_ha": -5051.4284,
  "charge": 2,
  "fmax_ha_per_bohr": 0.00514
}